(1)
Formula: C3H14NOSW
Source: OMol25
Level of theory: ωB97M-V/def2-TZVPD

Calculated values
2S+1: 3
HOMO energy (spin up / spin down), eV: -11.893 / -11.502
Net charge: +1
Gap between HOMO and LUMO (spin up / spin down), eV: 7.080 / 6.748
Lowest unoccupied orbital energy (spin up / spin down), hartree: -0.177 / -0.175

Last column: Mulliken spin population.
Cartesian coordinates (Å):
W 0.690 -1.173 0.563  2.105
S -0.418 -2.288 2.175  -0.105
O -0.967 -3.613 2.605  -0.026
N 1.653 -1.762 -1.228  -0.021
C -1.204 -1.161 3.338  0.016
C 1.331 -2.249 2.707  0.015
C -1.430 2.511 0.738  -0.025
H -0.747 3.177 0.196  -0.002
H 1.063 -1.523 -2.028  -0.001
H 2.542 -1.298 -1.424  0.000
H -1.729 -0.371 2.792  -0.005
H -1.259 2.584 1.819  -0.001
H 1.961 -1.798 1.874  0.036
H -0.571 -1.664 -0.507  -0.010
H -2.417 2.747 0.477  0.002
H 1.575 -3.308 2.886  -0.006
H -1.904 -1.798 3.882  -0.010
H -1.203 1.464 0.469  0.020
H -0.467 -0.721 4.019  0.000
H 1.395 -1.697 3.662  0.008
H 1.849 -2.758 -1.344  0.007

***

(2)
Formula: C8H20N2O2S
Source: OMol25
Level of theory: ωB97M-V/def2-TZVPD

Calculated values
HOMO energy, eV: -10.069
Net charge: 0
Gap between HOMO and LUMO, eV: 10.861
Lowest unoccupied orbital energy, hartree: 0.029

Last column: natural (NBO) charge in e.
Cartesian coordinates (Å):
S -2.449 -1.037 -0.026  2.394
O -2.968 -1.866 -1.122  -0.948
O -3.254 -0.862 1.153  -0.937
N -0.977 -1.561 0.557  -0.867
N -2.006 0.378 -0.784  -0.866
C 2.777 -0.679 -0.434  -0.614
C -2.161 1.620 -0.039  -0.234
C -1.038 1.773 1.008  -0.407
C 2.098 -1.481 0.655  -0.410
C 1.203 -2.632 0.181  -0.402
C 0.582 3.010 -0.606  -0.615
C -0.068 -2.123 -0.489  -0.231
C 0.377 1.826 0.332  -0.404
H 0.368 3.935 -0.086  0.203
H -1.012 0.898 1.682  0.226
H -2.109 2.413 -0.765  0.204
H 2.022 -0.375 -1.208  0.198
H 0.155 -1.378 -1.244  0.211
H 1.134 1.909 1.144  0.201
H 0.572 0.871 -0.160  0.205
H -3.120 1.673 0.491  0.205
H -0.121 2.962 -1.468  0.193
H 1.577 3.084 -1.085  0.216
H 2.831 -1.909 1.365  0.206
H 3.585 -1.271 -0.926  0.206
H 0.969 -3.301 1.006  0.203
H -1.216 2.713 1.558  0.207
H 1.742 -3.235 -0.540  0.209
H 3.268 0.245 -0.070  0.219
H -1.168 -2.254 1.310  0.406
H -0.542 -2.965 -0.953  0.203
H -2.492 0.407 -1.659  0.411
H 1.440 -0.786 1.222  0.208